# C3H3N3O

C3H3N3O in the gas phase at a distorted geometry (the ωB97M-V functional and the def2-TZVPD basis, OMol25).

Geometry as XYZ:
```
10
Properties=species:S:1:pos:R:3
O -0.28268 0.34748 2.51740
N 0.22435 1.33867 0.47671
N -0.33148 -1.14870 -0.55844
N -0.13983 -0.97323 0.70869
C -0.08390 0.26210 1.32930
C -0.12331 -0.17711 -1.40734
C 0.23392 1.14904 -0.80627
H 0.51047 2.02641 -1.40679
H -0.31761 -1.80634 1.24348
H 0.28410 -0.99579 -2.01273
```

The HOMO energy is -0.3546 hartree. The net charge is 0. Its energy relative to the best compared isomer or geometry (same formula, charge and spin) is 274.63 kJ/mol. The SMILES is O=c1nccn[nH]1. The orbital gap comes out at 9.238 eV.

Löwdin atomic charges, in units of e: 0.08 0.15 0.00 0.08 -0.52 -0.10 -0.08 0.11 0.16 0.11



# C3H3N3O

2 unconnected molecules or ions with the total composition C3H3N3O at a distorted geometry (the ωB97M-V functional and the def2-TZVPD basis, OMol25).

Geometry as XYZ:
```
10
Properties=species:S:1:pos:R:3
O -1.51244 0.45301 0.99352
N -0.34151 2.68415 -0.64327
N 0.68562 2.30441 -0.76133
N 2.02909 -0.19263 0.51116
C -0.21148 -1.21806 -0.09270
C 0.96011 -0.65400 0.17413
C -1.44884 -0.60182 0.39484
H -0.23855 -2.12969 -0.67949
H -2.36411 -1.18428 0.16693
H 2.44210 0.53891 -0.06378
```

The HOMO energy is -0.3555 hartree. The net charge is 0. Its energy relative to the best compared isomer or geometry (same formula, charge and spin) is 74.91 kJ/mol. The SMILES is N=C=CC=O.N#N. The orbital gap comes out at 10.194 eV.

Löwdin atomic charges, in units of e: -0.01 0.06 0.03 0.19 -0.07 -0.18 -0.31 0.10 0.12 0.07



# C3H3N3O2

C3H3N3O2 in the gas phase at a distorted geometry (the ωB97M-V functional and the def2-TZVPD basis, OMol25).

Geometry as XYZ:
```
11
Properties=species:S:1:pos:R:3
O 0.03637 1.26668 0.30531
O -0.64718 1.51777 2.47161
N -0.04974 -2.36561 -0.44795
N 0.22326 -0.14516 0.58733
N 0.41124 -0.83739 -3.04569
C -0.23532 2.01509 1.48889
C 0.34254 -0.69679 -1.80936
C 0.14112 -1.12838 -0.53462
H -0.18128 3.08500 1.31663
H -0.29716 -2.71502 0.54437
H -0.21839 -0.34792 1.39833
```

The HOMO energy is -0.3752 hartree. The net charge is 0. Its energy relative to the best compared isomer or geometry (same formula, charge and spin) is 509.95 kJ/mol. The SMILES is [H]/N=C(/C#N)NOC=O. The orbital gap comes out at 9.943 eV.

Löwdin atomic charges, in units of e: -0.05 0.11 0.17 0.09 0.19 -0.27 -0.13 -0.43 0.14 0.11 0.06



# C3H3N3O2

C3H3N3O2 in the gas phase at a distorted geometry (the ωB97M-V functional and the def2-TZVPD basis, OMol25).

Geometry as XYZ:
```
11
Properties=species:S:1:pos:R:3
O -1.17678 0.61016 1.27803
O 1.30196 -1.53781 -1.02116
N 0.01545 1.86113 -0.47467
N 0.96749 -0.11949 -1.37827
N 0.56878 -2.11286 -0.01987
C -0.51534 -0.13837 0.61488
C -0.11331 -1.47524 0.85428
C 0.21191 0.52316 -0.57403
H 0.34780 2.35982 -1.23918
H -0.71193 -1.96283 1.71635
H -0.89602 1.99233 0.24363
```

The HOMO energy is -0.3546 hartree. The net charge is 0. Its energy relative to the best compared isomer or geometry (same formula, charge and spin) is 550.03 kJ/mol. The SMILES is Nc1noncc1=O. The orbital gap comes out at 8.877 eV.

Löwdin atomic charges, in units of e: 0.09 -0.07 0.13 0.14 0.07 -0.35 -0.07 -0.36 0.08 0.16 0.19



# C3H3N3O2

A molecular structure, C3H3N3O2 at a distorted geometry (the ωB97M-V functional and the def2-TZVPD basis, OMol25).

Geometry as XYZ:
```
11
Properties=species:S:1:pos:R:3
O -0.98355 2.33305 -0.21679
O -0.07502 0.14448 -0.15036
N -2.06978 0.50704 0.70494
N 0.61413 -2.79430 0.24363
N 1.14427 0.46072 -0.59615
C 1.17742 -1.74807 0.04590
C 1.88155 -0.61357 -0.41727
C -1.01634 1.15706 0.04205
H 3.01845 -0.56678 -0.57225
H -1.87123 -0.35963 1.38520
H -2.75474 1.11945 1.63317
```

The HOMO energy is -0.3938 hartree. The net charge is 0. Its energy relative to the best compared isomer or geometry (same formula, charge and spin) is 506.28 kJ/mol. The orbital gap comes out at 10.064 eV.

Löwdin atomic charges, in units of e: 0.11 -0.10 0.06 0.17 0.10 -0.20 -0.10 -0.58 0.15 0.13 0.25



# C3H3N3O2

A molecular structure, C3H3N3O2 at a distorted geometry (the ωB97M-V functional and the def2-TZVPD basis, OMol25).

Geometry as XYZ:
```
11
Properties=species:S:1:pos:R:3
O -1.95410 -1.19789 -0.09247
O 0.20389 -0.84859 -0.00217
N -2.76640 0.72567 0.19138
N -1.53248 1.02795 0.07746
N -3.26046 -0.44887 0.05993
C -1.09043 -0.30768 0.01848
C 1.11737 0.16362 -0.18060
C 2.49534 -0.03615 0.28032
H 0.76841 1.15784 -0.72403
H 2.72677 -0.97310 0.96363
H 3.29210 0.73721 -0.59193
```

The HOMO energy is -0.3534 hartree. The net charge is 0. Its energy relative to the best compared isomer or geometry (same formula, charge and spin) is 747.16 kJ/mol. The orbital gap comes out at 9.937 eV.

Löwdin atomic charges, in units of e: 0.10 0.03 -0.11 0.12 0.15 -0.41 -0.25 -0.01 0.14 0.08 0.17



# C3H3N3O2

2 unconnected molecules or ions with the total composition C3H3N3O2 at a distorted geometry (the ωB97M-V functional and the def2-TZVPD basis, OMol25).

Geometry as XYZ:
```
11
Properties=species:S:1:pos:R:3
O -0.30035 -2.06672 -0.62303
O 0.86178 -0.35971 0.71344
N 0.19963 -1.14846 -1.54019
N -0.51663 0.42801 0.64687
N 2.25867 1.86300 -1.97105
C 1.06557 -0.39330 -0.81074
C -1.03662 0.97168 1.83132
C 1.63153 0.92322 -1.48105
H -2.04820 1.37782 1.62443
H -1.53229 -2.38884 -1.31469
H -0.58308 0.79330 2.92470
```

The HOMO energy is -0.3745 hartree. The net charge is 0. Its energy relative to the best compared isomer or geometry (same formula, charge and spin) is 1087.22 kJ/mol. The orbital gap comes out at 9.174 eV.

Löwdin atomic charges, in units of e: -0.18 -0.15 0.00 0.02 0.11 -0.24 0.03 -0.10 0.06 0.34 0.12



# C3H3N3O2

C3H3N3O2 in the gas phase at a distorted geometry (the ωB97M-V functional and the def2-TZVPD basis, OMol25).

Geometry as XYZ:
```
11
Properties=species:S:1:pos:R:3
O -0.47253 1.19035 0.06644
O -0.05002 -1.02412 0.45670
N 0.95565 0.90282 -0.12775
N -3.30494 -0.53665 -0.59271
N 2.19586 -1.04292 -0.31282
C 1.11634 -0.39164 -0.09660
C -0.95579 -0.01174 0.68309
C -2.24943 -0.35948 -0.17488
H 1.19041 1.44066 -0.90191
H -1.24111 0.03338 1.73299
H 2.81556 -0.20066 -0.73255
```

The HOMO energy is -0.3767 hartree. The net charge is 0. Its energy relative to the best compared isomer or geometry (same formula, charge and spin) is 480.00 kJ/mol. The SMILES is [H]/N=C1\NO[C@@H](C#N)O1. The orbital gap comes out at 10.579 eV.

Löwdin atomic charges, in units of e: -0.02 0.06 0.13 0.15 0.15 -0.51 -0.29 -0.09 0.14 0.16 0.12



# C3H3N3O2

C3H3N3O2 in the gas phase at a distorted geometry (the ωB97M-V functional and the def2-TZVPD basis, OMol25).

Geometry as XYZ:
```
11
Properties=species:S:1:pos:R:3
O 1.55375 0.73064 1.12826
O 2.03150 -0.85383 -0.43570
N 0.50276 1.68611 1.70419
N -0.40268 -1.08288 -1.20067
N -0.63871 1.46128 1.38812
C 1.22176 -0.19261 0.17585
C -1.02610 0.65186 0.37132
C -0.17197 -0.26303 -0.17207
H 0.36125 -1.49960 -1.65072
H -1.36946 -1.43165 -1.42850
H -2.06211 0.79371 0.11994
```

The HOMO energy is -0.3492 hartree. The net charge is 0. Its energy relative to the best compared isomer or geometry (same formula, charge and spin) is 342.38 kJ/mol. The SMILES is Nc1cnnoc1=O. The orbital gap comes out at 9.063 eV.

Löwdin atomic charges, in units of e: 0.02 0.11 0.11 0.16 0.00 -0.45 -0.06 -0.25 0.09 0.16 0.11



# C3H3N3O3

2 unconnected molecules or ions with the total composition C3H3N3O3 at a distorted geometry (the ωB97M-V functional and the def2-TZVPD basis, OMol25).

Geometry as XYZ:
```
12
Properties=species:S:1:pos:R:3
O -0.51048 0.49010 -1.62134
O 2.37602 -1.55998 -0.74369
O -0.87713 -0.46077 2.22119
N -1.61859 0.62530 -0.73798
N -1.87840 2.72825 0.48749
N 0.55292 -0.73469 0.30650
C 1.76145 -1.46562 0.26748
C -1.73865 1.75232 -0.12283
C -0.27708 -0.53006 1.23781
H 2.04215 -1.91323 1.23177
H 0.29658 -0.29554 -0.70609
H -0.12878 1.36392 -1.82033
```

The HOMO energy is -0.3044 hartree. The net charge is 0. Its energy relative to the best compared isomer or geometry (same formula, charge and spin) is 601.56 kJ/mol. The orbital gap comes out at 7.604 eV.

Löwdin atomic charges, in units of e: -0.10 0.14 0.28 -0.07 0.10 0.14 -0.24 -0.48 -0.16 0.15 0.12 0.13



What is the net charge in the sixth record? 0